Record 1
# C44H71AsF12N3O4

A structure of composition C44H71AsF12N3O4 (ωB97M-V/def2-TZVPD, OMol25).

Geometry as XYZ:
```
135
Properties=species:S:1:pos:R:3:lowdin_spin:R:1
C 7.24 -25.54 4.59 0.000
C 7.71 -24.36 5.44 0.000
C 8.77 -23.46 4.80 0.000
N 9.04 -22.08 5.50 0.000
C 9.48 -22.39 6.97 0.000
C 10.84 -23.11 7.15 0.000
C 11.99 -22.48 6.35 0.000
C 11.64 -22.22 4.81 0.000
C 10.33 -21.41 4.73 0.001
C 8.00 -20.96 5.27 0.001
H 6.88 -25.26 3.60 0.000
H 6.44 -25.98 5.19 0.000
H 8.03 -26.29 4.52 0.000
H 8.12 -24.69 6.40 0.000
H 6.88 -23.68 5.68 0.000
H 8.36 -22.97 3.92 0.000
H 9.70 -23.97 4.56 0.000
H 8.71 -22.99 7.45 0.000
H 9.50 -21.43 7.50 0.000
H 10.71 -24.15 6.87 0.000
H 11.08 -23.19 8.21 0.000
H 12.89 -23.08 6.42 0.000
H 12.27 -21.58 6.91 0.000
H 11.63 -23.17 4.28 0.000
H 12.46 -21.62 4.41 0.000
H 10.07 -21.32 3.67 0.000
H 10.65 -20.45 5.13 0.001
H 7.08 -21.30 5.75 0.000
H 7.74 -20.81 4.22 0.000
H 8.44 -20.09 5.75 0.001
C 5.39 -25.83 16.17 0.000
C 4.85 -25.36 14.82 0.000
C 5.93 -24.68 13.91 0.000
C 6.58 -23.40 14.53 0.000
N 7.59 -22.63 13.65 0.000
C 8.25 -21.39 14.27 0.000
C 8.15 -20.36 13.21 0.000
C 6.68 -20.54 12.81 0.000
C 6.65 -22.01 12.58 0.000
C 8.76 -23.47 12.99 0.000
C 9.47 -24.54 13.82 0.000
C 10.43 -25.41 12.98 0.000
H 5.70 -24.96 16.75 0.000
H 6.28 -26.41 15.90 0.000
H 4.61 -26.24 16.81 0.000
H 4.01 -24.70 14.97 0.000
H 4.51 -26.23 14.26 0.000
H 5.33 -24.44 13.03 0.000
H 6.69 -25.38 13.57 0.000
H 7.10 -23.61 15.47 0.000
H 5.87 -22.66 14.90 0.000
H 9.27 -21.63 14.55 0.000
H 7.69 -21.13 15.17 0.000
H 8.82 -20.45 12.36 0.000
H 8.43 -19.41 13.68 0.000
H 6.44 -19.99 11.90 0.000
H 5.95 -20.26 13.57 0.000
H 7.11 -22.29 11.63 0.000
H 5.65 -22.43 12.67 0.000
H 9.47 -22.76 12.56 0.000
H 8.45 -24.01 12.10 0.000
H 8.92 -25.11 14.56 0.000
H 10.16 -24.00 14.47 0.000
H 9.81 -26.05 12.36 0.000
H 11.08 -26.08 13.54 0.000
H 11.07 -24.80 12.34 0.000
As 11.41 -20.64 10.58 0.000
F 11.34 -20.90 12.35 0.000
F 12.69 -19.33 10.83 0.000
F 11.30 -20.18 8.86 0.000
F 10.12 -21.83 10.47 0.000
F 10.18 -19.39 10.76 0.000
F 12.65 -21.95 10.31 0.000
N 10.05 -18.07 7.38 0.053
C 10.23 -17.63 6.13 0.355
C 9.20 -16.73 5.83 0.159
C 8.54 -16.56 7.06 0.103
C 9.01 -17.45 7.91 0.299
H 10.50 -18.88 7.78 -0.002
H 11.01 -17.97 5.46 0.013
H 9.06 -16.21 4.89 0.004
H 7.68 -15.92 7.12 0.000
H 8.74 -17.90 8.85 0.010
C 11.34 -17.08 13.38 0.000
C 10.55 -16.07 13.92 0.000
C 9.78 -16.31 15.02 0.000
C 9.70 -17.66 15.47 0.000
C 10.59 -18.62 14.99 0.000
C 11.27 -18.30 13.86 0.000
H 11.94 -16.88 12.51 0.000
H 10.61 -15.13 13.39 0.000
H 9.16 -15.57 15.50 0.000
H 9.28 -17.77 16.46 0.000
H 10.67 -19.62 15.39 0.000
H 12.04 -18.98 13.53 0.000
C 16.46 -22.85 11.84 0.000
C 15.61 -21.90 11.32 0.000
C 15.98 -20.68 11.03 0.000
C 17.27 -20.24 11.39 0.000
C 18.12 -21.06 12.11 0.000
C 17.74 -22.44 12.17 0.000
H 16.15 -23.89 11.80 0.000
H 14.65 -22.23 10.97 0.000
H 15.35 -20.00 10.45 0.000
H 17.56 -19.22 11.18 0.000
H 19.14 -20.80 12.32 0.000
H 18.50 -23.15 12.48 0.000
C 14.11 -18.72 6.79 0.000
C 14.35 -17.24 7.05 0.000
O 15.05 -17.12 8.31 0.000
C 15.38 -15.86 8.80 0.000
O 15.07 -14.81 8.18 0.000
C 16.24 -15.83 10.06 0.000
F 17.46 -16.30 9.81 0.000
F 16.24 -14.58 10.47 0.000
F 15.73 -16.71 10.93 0.000
H 13.44 -18.84 5.94 0.000
H 13.91 -19.29 7.69 0.000
H 15.09 -19.09 6.49 0.000
H 13.41 -16.75 7.32 0.000
H 14.96 -16.78 6.28 0.000
C 14.47 -20.89 14.52 0.000
C 15.14 -19.67 14.93 0.000
O 14.23 -19.08 15.85 0.000
C 14.48 -17.81 16.42 0.000
O 15.53 -17.14 16.20 0.000
C 13.34 -17.32 17.30 0.000
F 12.78 -18.44 17.77 0.000
F 13.77 -16.52 18.25 0.000
F 12.49 -16.56 16.63 0.000
H 14.12 -21.39 15.43 0.000
H 15.00 -21.56 13.84 0.000
H 13.52 -20.60 14.07 0.000
H 15.35 -19.03 14.08 0.000
H 16.14 -19.77 15.35 0.000
```

- highest occupied orbital energy (spin up / spin down) (eV) = -11.92 / -11.92
- E_tot (eV) = -152872.4113
- HOMO-LUMO gap (spin up / spin down) (hartree) = 0.25835 / 0.08893
- 2S+1 = 2
- net charge = +2

=====

Record 2
# C26H38BClMgN10O

A structure of composition C26H38BClMgN10O (ωB97M-V/def2-TZVPD, OMol25).

Geometry as XYZ:
```
78
Properties=species:S:1:pos:R:3:mulliken_charge:R:1
Mg 0.04 -0.11 0.22 2.324
C 3.36 -1.17 1.36 -1.145
C 3.02 0.29 1.41 0.454
C 3.82 1.36 1.82 -1.678
C 3.03 2.49 1.66 1.110
C 3.36 3.92 1.95 -1.299
N 1.84 2.09 1.17 1.442
N 1.83 0.73 1.01 -0.548
B 0.58 2.93 0.81 -1.730
N 0.31 2.78 -0.71 0.779
N 0.02 1.56 -1.27 0.092
C -0.14 1.77 -2.57 0.537
C -0.46 0.69 -3.55 -0.734
C 0.06 3.13 -2.87 -1.834
C 0.34 3.73 -1.66 1.068
C 0.63 5.16 -1.35 -1.396
N -0.65 2.43 1.61 0.686
N -1.23 1.22 1.30 -0.103
C -2.25 1.07 2.13 0.662
C -3.09 -0.17 2.10 -1.315
C -2.35 2.18 2.98 -1.471
C -1.31 3.01 2.62 0.984
C -0.92 4.34 3.18 -1.363
H 4.19 -1.38 2.03 0.440
H 2.51 -1.78 1.67 0.219
H 3.65 -1.46 0.35 0.123
H 4.82 1.32 2.20 0.508
H 4.38 3.99 2.31 0.405
H 3.25 4.55 1.07 0.205
H 2.70 4.33 2.72 0.177
H 0.79 4.09 1.06 -0.111
H -0.44 -0.29 -3.07 -0.420
H -1.46 0.84 -3.97 0.416
H 0.25 0.69 -4.37 0.336
H -0.01 3.61 -3.83 0.498
H 0.62 5.74 -2.28 0.365
H -0.11 5.59 -0.68 0.260
H 1.61 5.29 -0.88 0.209
H -3.07 -0.64 1.12 0.056
H -2.72 -0.91 2.81 0.257
H -4.13 0.06 2.35 0.442
H -3.07 2.35 3.76 0.487
H -1.58 4.59 4.00 0.375
H 0.10 4.31 3.57 0.212
H -0.97 5.13 2.43 0.244
Cl 3.60 -2.24 -5.19 -0.247
C 3.46 -1.04 -3.94 -0.065
C 4.32 0.04 -3.89 -0.355
C 4.15 0.96 -2.88 -1.143
C 3.13 0.76 -1.95 -0.016
N 2.31 -0.28 -2.00 0.593
C 2.47 -1.17 -2.98 -0.400
H 5.10 0.15 -4.64 0.455
H 4.79 1.83 -2.80 0.456
H 2.96 1.47 -1.15 0.224
H 1.78 -2.01 -3.02 0.258
C -2.80 -1.98 -2.67 -1.004
N -1.74 -2.97 -2.49 0.192
C -1.58 -3.91 -3.58 -1.199
C -0.73 -2.70 -1.61 -0.078
O -0.55 -1.53 -1.20 0.130
N 0.04 -3.73 -1.20 0.550
C 1.27 -3.49 -0.45 -0.898
C -0.48 -5.09 -1.10 -1.293
H -3.77 -2.46 -2.59 0.392
H -2.72 -1.51 -3.65 0.314
H -2.71 -1.21 -1.91 0.203
H -1.58 -3.37 -4.53 0.355
H -2.38 -4.65 -3.60 0.321
H -0.63 -4.43 -3.50 0.366
H 1.58 -2.45 -0.56 -0.320
H 2.06 -4.13 -0.85 0.475
H 1.11 -3.69 0.60 0.416
H -1.55 -5.10 -1.28 0.397
H -0.30 -5.44 -0.08 0.396
H 0.02 -5.78 -1.79 0.330
N -0.23 -2.76 2.19 -0.928
C -0.16 -1.77 1.59 -0.104
```

- highest occupied orbital energy (eV) = -8.49
- E_tot (eV) = -63177.8535
- HOMO-LUMO gap (hartree) = 0.33025
- net charge = 0
- ΔE to the lowest compared entry with this formula, charge and spin (eV) = 0.055

=====

Look up the E_tot of the first one. -152872.4113 eV